Below is a cluster of 7 separate species, C28H56BF10N7O9 in total at a distorted geometry, with properties calculated with ωB97M-V/def2-TZVPD.

As for the LUMO energy: 0.0023 hartree. The HOMO energy comes out at -8.824 eV. Its total energy is -3184.5765 a.u. As for the HOMO-LUMO gap: 8.886 eV.

Geometry as ORCA input:
```
! RIJCOSX wB97M-V def2-TZVPD def2/J DEFGRID3
* xyz 0 1
O -2.81904 -3.13722 1.20355
B -2.72809 -2.48230 0.01188
O -1.68610 -1.60396 -0.14096
C -3.79081 -2.76906 -1.13339
C -3.96887 -1.61453 -2.12136
C -3.02514 -1.69846 -3.32535
O -1.67587 -1.95553 -2.98777
C -0.88006 -0.79020 -3.06783
C 0.44449 -1.00702 -2.38068
C 1.42588 0.15969 -2.53183
C 1.25744 1.27665 -1.52080
F 2.42823 1.93693 -1.47801
F 1.09147 0.74676 -0.30250
C 0.15283 2.33893 -1.86344
F -0.32830 2.12151 -3.06502
F 0.72824 3.54059 -1.92383
C -0.96570 2.48064 -0.82175
F -0.42844 2.87704 0.31591
F -1.54875 1.32317 -0.58475
C -2.06576 3.52194 -1.16782
F -2.59619 3.34325 -2.33167
F -1.60136 4.72203 -1.02315
F -3.02424 3.37296 -0.26753
N -5.34758 -1.64441 -2.61800
F -5.57462 -2.89620 -3.20862
H -3.58235 -3.72998 1.19454
H -1.57243 -1.06435 0.65450
H -4.73460 -2.97055 -0.63324
H -3.50353 -3.65194 -1.70303
H -3.87122 -0.65418 -1.62053
H -3.11930 -0.76283 -3.88341
H -3.32787 -2.48667 -4.00875
H -1.44077 0.02704 -2.61594
H -0.68057 -0.55214 -4.11778
H 0.90979 -1.85339 -2.88184
H 0.33766 -1.31086 -1.34998
H 1.45847 0.51818 -3.55403
H 2.40999 -0.24964 -2.33168
H -5.48896 -0.96496 -3.36258
C -4.98632 4.28577 1.50264
N -6.11496 3.70514 2.20913
C -7.14149 4.34512 2.83363
C -7.13966 5.85538 2.80939
O -8.02191 3.70837 3.38706
H -4.99868 3.93698 0.47624
H -4.06077 3.95859 1.97806
H -5.02819 5.37004 1.51200
H -6.17851 2.70067 2.26397
H -8.01410 6.21299 3.34418
H -6.24674 6.24448 3.30046
H -7.18428 6.22135 1.78275
C -5.02198 -8.25220 -5.05415
N -4.44415 -8.02507 -3.74451
C -4.47227 -6.89356 -3.00183
C -5.18507 -5.69305 -3.56626
O -3.92485 -6.85942 -1.90445
H -5.74040 -9.07206 -4.99548
H -4.23117 -8.53046 -5.75269
H -5.52525 -7.36562 -5.42345
H -3.94794 -8.78393 -3.30437
H -5.11214 -4.88570 -2.85509
H -4.71923 -5.38028 -4.50184
H -6.23977 -5.91770 -3.73296
C 1.91727 -8.00393 -2.17701
N 1.00820 -7.54928 -3.21124
C -0.33936 -7.36758 -3.12774
C -1.01070 -7.66690 -1.81069
O -0.96538 -6.97506 -4.10235
H 2.67487 -7.23855 -1.99760
H 2.41744 -8.91603 -2.50865
H 1.39137 -8.20524 -1.25041
H 1.38752 -7.33075 -4.11919
H -2.08098 -7.46759 -1.91188
H -0.86715 -8.71628 -1.54303
H -0.60975 -7.02669 -1.02293
C 2.37225 2.65334 1.83785
N 2.88135 2.33392 3.15945
C 4.16228 2.04763 3.51378
C 5.19624 2.04625 2.41743
O 4.44246 1.80561 4.67889
H 1.91695 3.64702 1.86485
H 1.61133 1.92912 1.56374
H 3.16086 2.64249 1.09307
H 2.23484 2.31578 3.93263
H 6.16547 1.80777 2.84466
H 4.95008 1.29194 1.66746
H 5.25485 3.03071 1.95250
C 6.40817 1.85297 6.91260
N 7.04474 1.96328 8.21812
C 7.24602 3.07793 8.96465
C 6.75950 4.39109 8.39875
O 7.80091 3.00867 10.05224
H 5.55268 1.18457 6.98973
H 7.12099 1.42726 6.20498
H 6.07175 2.81274 6.54192
H 7.39255 1.12356 8.65350
H 6.99102 5.18208 9.10597
H 7.25962 4.60873 7.45438
H 5.68021 4.36382 8.24489
C 4.13567 5.87527 -1.40367
N 4.67731 5.58987 -0.08724
C 5.96661 5.32402 0.25627
C 6.99803 5.31715 -0.84542
O 6.25940 5.09881 1.42044
H 3.66619 6.86038 -1.39570
H 3.37707 5.13039 -1.65215
H 4.91030 5.85850 -2.16242
H 4.04402 5.57937 0.69742
H 7.96773 5.09001 -0.41330
H 6.75882 4.55425 -1.58752
H 7.05027 6.29483 -1.32598
*
```